Entry 1:
53
Properties=species:S:1:pos:R:3:forces:R:3:mulliken_spin:R:1 method="wB97M-V/def2-TZVPD" orbital_gap_ev="7.14 / 7.98" homo_ev="-8.1 / -8.3" multiplicity=5 e_above_lowest_ev=0.0000
Mn 0.3298 0.0469 0.9919 -0.02 0.19 -0.01 3.857
C 2.8551 1.4547 0.0975 0.00 0.02 0.02 0.015
N 1.5640 1.7615 0.7517 0.07 -0.08 -0.03 -0.091
C 1.8477 2.4327 2.0375 -0.01 0.01 0.02 0.015
C 0.7428 2.6668 -0.0920 -0.02 -0.01 0.00 0.013
C 0.2597 1.9589 -1.3454 -0.01 0.04 0.01 -0.014
N -0.5354 0.7735 -0.9853 0.05 -0.07 -0.01 0.034
C -1.9555 1.1168 -0.8146 0.00 0.00 0.02 0.002
C -0.4044 -0.2893 -1.9919 -0.01 0.00 -0.01 0.009
H 3.3855 2.3878 -0.1154 0.00 0.00 0.00 0.001
H 2.7081 0.8888 -0.8160 -0.01 0.00 0.00 0.001
H 3.4531 0.8367 0.7621 0.00 0.00 0.00 -0.001
H 2.4452 3.3320 1.8609 0.00 0.00 -0.01 0.001
H 2.4115 1.7570 2.6793 0.00 0.00 0.00 0.003
H 0.9133 2.6953 2.5231 0.00 0.00 0.00 0.003
H 1.3328 3.5517 -0.3546 0.00 0.00 0.00 0.002
H -0.1072 2.9870 0.5138 -0.01 0.00 0.00 -0.001
H 1.1051 1.6366 -1.9524 0.00 0.00 0.00 0.001
H -0.3269 2.6537 -1.9565 0.00 -0.01 0.00 0.003
H -2.4114 1.3387 -1.7862 -0.01 0.00 0.01 0.006
H -2.0616 1.9812 -0.1637 0.00 0.01 0.02 -0.002
H -2.4761 0.2738 -0.3591 -0.01 -0.01 -0.02 0.002
H -0.7565 0.0533 -2.9715 0.00 0.00 0.00 0.004
H -1.0033 -1.1456 -1.6842 0.00 0.00 0.00 0.002
H 0.6363 -0.6024 -2.0687 0.00 0.01 0.00 0.000
Br 2.4784 -5.9813 -1.3263 -0.01 0.00 0.00 0.000
C 1.4449 -4.6073 -0.5572 0.01 0.00 0.01 0.005
C 0.1455 -4.8520 -0.1218 0.00 -0.01 -0.02 0.004
Br -0.6160 -6.5655 -0.2922 0.00 -0.01 0.00 0.000
C -0.6137 -3.8182 0.4408 -0.01 0.03 -0.03 0.004
Br -2.3876 -4.0413 1.0262 0.00 0.00 0.01 0.000
C -0.0644 -2.5561 0.5644 0.06 0.02 0.05 0.028
O -0.7020 -1.4899 1.0754 -0.04 -0.14 -0.01 0.007
C 1.2484 -2.3150 0.1441 -0.02 -0.07 0.00 -0.014
O 1.6819 -1.0591 0.3244 -0.03 0.17 0.01 0.037
C 1.9968 -3.3275 -0.4247 -0.01 0.01 0.01 -0.006
Br 3.7357 -2.8891 -0.9991 -0.01 0.00 0.00 0.001
O -2.3373 2.5366 2.1406 0.01 0.05 -0.06 0.004
C -1.9453 1.4195 2.4081 0.05 0.02 0.02 0.007
O -0.6994 1.0456 2.2075 -0.06 -0.16 -0.01 0.057
C -2.8687 0.4003 3.0117 0.11 -0.01 0.02 0.006
C -2.3993 -0.8060 3.5209 -0.03 0.06 -0.03 -0.003
C -3.2803 -1.7236 4.0733 -0.03 -0.02 0.01 -0.004
C -4.6366 -1.4474 4.1155 0.01 -0.02 0.02 0.000
C -5.0803 -0.2407 3.6033 0.01 0.05 -0.02 0.000
C -4.2249 0.6939 3.0562 -0.05 -0.02 0.01 -0.001
N -6.5251 0.0591 3.6449 -0.01 0.02 0.00 0.000
O -7.2557 -0.7659 4.1557 0.00 0.00 0.00 0.000
O -6.8967 1.1109 3.1667 0.01 -0.01 0.00 0.000
H -1.3438 -1.0231 3.4702 0.01 -0.03 0.01 0.007
H -2.9127 -2.6635 4.4613 0.01 0.00 0.00 0.000
H -5.3489 -2.1428 4.5337 0.00 0.00 0.00 0.000
H -4.5968 1.6318 2.6720 0.01 0.00 0.00 0.000

***

Entry 2:
42
Properties=species:S:1:pos:R:3:forces:R:3:mulliken_charge:R:1 method="wB97M-V/def2-TZVPD" orbital_gap_ev=7.71 homo_ev=-8.1 multiplicity=1 smiles="S=C(Nc1ccc(C2CCCCC2)cc1)c1cccc(Br)c1"
S 2.8700 -1.9406 0.8115 -0.55 -1.54 0.57 -0.412
Br 6.5638 -4.0329 -2.6382 0.18 -0.01 -0.02 -0.166
C 3.3825 -0.6933 -0.0688 -0.47 0.20 1.11 0.308
C 5.8099 0.1244 -2.8269 1.20 -1.99 -2.33 -1.032
C 6.3407 -1.1965 -3.0684 -0.39 0.36 -0.06 -0.164
C 4.8339 0.2320 -1.8970 -1.30 2.63 1.15 -0.247
C 5.1142 -2.0518 -1.1907 -0.31 -1.96 0.00 -0.294
C 0.9607 1.3860 1.5997 -0.31 -1.30 -1.04 -0.776
C 0.5543 0.1113 -0.4485 -1.04 1.06 0.97 -0.082
C -0.4149 1.4401 1.7920 -0.05 -0.31 -1.81 -0.734
C -0.8656 0.0873 -0.2366 3.40 1.93 1.91 -0.878
C 6.0031 -2.2829 -2.2597 -0.73 1.75 0.46 -0.220
C 4.4650 -0.8399 -1.0651 0.39 0.97 -0.09 1.064
C 1.4919 0.6925 0.4716 -4.50 0.08 0.19 0.025
C -1.3398 0.7970 0.8535 1.18 -0.30 2.68 0.336
N 2.8189 0.5307 0.2199 3.83 0.21 -1.94 -0.076
C -5.7056 0.2203 1.1873 0.20 -0.21 -1.46 -0.504
C -5.0019 1.4918 0.5966 0.55 -1.28 1.56 -1.028
C -4.7503 -1.0023 1.2576 -0.53 1.50 -1.97 -0.799
C -3.6210 1.2349 0.0054 0.12 -0.84 2.95 -0.842
C -3.3541 -0.6737 1.7209 0.98 -0.13 1.76 -0.626
C -2.7917 0.7118 1.2145 -0.14 1.40 0.40 0.492
H 6.0584 0.8963 -3.6021 -0.28 -0.60 1.23 0.286
H 6.8958 -1.4024 -3.9788 0.26 0.25 0.23 0.368
H 4.3436 1.2798 -1.7822 0.74 -2.04 -0.23 0.081
H 4.7751 -2.9158 -0.5375 0.58 1.31 -0.84 0.336
H 1.5470 1.7759 2.4140 0.62 0.17 -0.22 0.400
H 0.8872 -0.2048 -1.4107 0.62 -0.69 -0.32 0.396
H -0.6485 2.0836 2.6466 -0.94 -0.62 -0.30 0.284
H -1.5721 -0.3831 -0.8360 -0.68 -0.90 -1.36 0.529
H 3.3697 1.2789 -0.1971 -0.71 0.21 0.32 0.218
H -6.0899 0.4709 2.1605 -0.38 -0.08 0.39 0.318
H -6.5502 -0.0793 0.4765 0.84 0.51 1.26 0.288
H -5.0783 2.3429 1.2963 0.66 -0.42 -0.11 0.360
H -5.5286 1.7784 -0.2040 -2.59 1.29 -2.92 0.481
H -4.7706 -1.4242 0.2223 0.28 -0.03 0.83 0.308
H -5.1497 -1.6977 1.9348 -0.66 -1.26 0.62 0.439
H -3.6069 0.3721 -0.6679 -0.27 0.80 -0.74 0.320
H -3.1867 2.1807 -0.3054 0.10 -0.27 -0.71 0.377
H -2.7099 -1.5670 1.4326 -0.34 1.32 0.51 0.243
H -3.4411 -0.6371 2.8919 0.65 -0.10 -2.06 0.239
H -2.9083 1.5063 2.0154 -0.20 -1.06 -0.56 0.384

***

Entry 3:
48
Properties=species:S:1:pos:R:3:forces:R:3:mulliken_charge:R:1 method="wB97M-V/def2-TZVPD" orbital_gap_ev=9.47 homo_ev=-9.2 multiplicity=1 smiles="O=C(NC1CCCC1)[C@@H](c1c(F)cccc1Cl)N(C(=O)c1csnn1)C1CC1" e_above_lowest_ev=0.2530
O -1.8341 -2.7153 0.9932 -0.19 -0.35 0.04 -0.723
C -1.4448 -1.5872 0.7720 0.28 0.12 -0.49 -0.318
N -1.3230 -0.6152 1.6759 0.14 0.39 0.39 0.253
H -1.0345 0.3081 1.3785 0.02 -0.08 -0.24 0.180
C -1.6469 -0.7709 3.0759 -0.13 -0.37 0.27 -0.407
C -0.3764 -0.6947 3.9284 -0.06 -0.07 -0.03 -0.837
H 0.4394 -1.2743 3.4989 0.00 -0.10 0.02 0.309
H -0.5920 -1.0908 4.9208 0.00 -0.04 0.06 0.392
C -0.0580 0.8037 3.9997 0.12 0.01 0.06 -0.349
H 0.3804 1.0658 4.9614 0.08 0.03 -0.03 0.466
H 0.6624 1.0738 3.2272 0.06 0.03 0.02 -0.050
C -1.3969 1.5325 3.7651 -0.06 0.11 0.06 -0.717
H -1.6575 2.1758 4.6043 -0.01 0.09 -0.06 0.422
H -1.3319 2.1628 2.8779 -0.01 0.08 0.00 0.239
C -2.4494 0.4333 3.5652 -0.03 -0.05 -0.07 -0.999
H -3.2243 0.7170 2.8555 -0.10 -0.03 0.01 0.348
H -2.9257 0.1811 4.5126 -0.03 -0.02 0.03 0.421
H -2.1747 -1.7214 3.1791 0.05 0.13 0.01 0.633
C -0.9054 -1.1942 -0.6311 -0.20 -0.09 0.08 1.100
N 0.5002 -0.8057 -0.4831 -0.26 -0.20 0.26 0.647
C 0.8239 0.4617 -0.1734 0.15 -0.07 0.12 1.179
O 0.0075 1.3380 0.0664 0.05 0.20 0.16 -0.669
C 2.2884 0.7520 -0.1425 0.57 0.66 -1.32 -0.659
C 3.0530 1.1889 -1.1964 0.27 -0.02 0.33 -0.265
S 4.6337 1.4698 -0.6180 -0.97 -0.16 -0.42 0.095
N 4.1935 1.0148 0.9097 1.48 0.23 0.71 -0.762
N 2.9879 0.6840 1.0074 -0.95 -0.38 0.91 0.049
H 2.7701 1.3476 -2.2157 -0.18 0.02 -0.26 0.440
C 1.5069 -1.8028 -0.7029 0.37 -0.14 -0.16 -0.186
C 2.3718 -2.2438 0.4433 0.08 -0.08 0.00 -0.573
C 1.3376 -3.1704 -0.1111 -0.03 -0.09 0.03 -0.734
H 1.6613 -4.0112 -0.7054 0.04 0.01 -0.11 0.296
H 0.4598 -3.3706 0.4823 -0.10 0.05 0.07 0.173
H 2.1885 -1.7953 1.4073 -0.11 0.06 0.03 0.158
H 3.4152 -2.4385 0.2473 0.06 0.00 -0.10 0.308
H 1.9634 -1.7389 -1.6876 0.01 -0.10 0.10 0.379
C -1.7078 -0.1424 -1.3657 -0.24 -0.03 -0.15 -0.885
C -2.9556 0.3110 -0.9431 -0.03 0.15 -0.34 0.519
C -3.6816 1.2723 -1.6242 0.05 -0.08 0.13 -0.752
C -3.1702 1.8141 -2.7864 0.07 -0.10 0.09 -0.473
C -1.9544 1.3670 -3.2684 0.07 -0.01 -0.04 -0.738
C -1.2529 0.3989 -2.5709 -0.50 0.16 0.15 0.907
Cl 0.2264 -0.1498 -3.2722 0.29 -0.11 -0.40 -0.221
H -1.5470 1.7584 -4.1872 0.06 0.01 -0.06 0.454
H -3.7191 2.5713 -3.3226 -0.07 0.07 -0.05 0.389
H -4.6370 1.5772 -1.2284 -0.09 0.01 0.06 0.464
F -3.5252 -0.1976 0.1636 -0.05 -0.02 -0.10 -0.348
H -0.9159 -2.1100 -1.2361 0.03 0.17 0.23 0.445

***

Entry 4:
46
Properties=species:S:1:pos:R:3:forces:R:3:mulliken_spin:R:1 method="wB97M-V/def2-TZVPD" orbital_gap_ev="6.54 / 5.83" homo_ev="-9.8 / -11.1" multiplicity=3 total_charge=+1
Pd 0.1554 -0.2638 -0.1138 -0.06 -0.47 0.19 0.734
C -0.7011 -2.2502 -2.8893 -0.01 -0.01 -0.09 0.015
P -0.7317 -2.1337 -1.0752 0.19 0.20 -0.10 0.047
C -2.4093 -2.7082 -0.6964 -0.08 -0.03 0.11 0.009
C 0.3327 -3.5016 -0.4968 -0.06 -0.04 -0.01 -0.023
C 0.4157 -4.7139 -1.1817 -0.01 0.01 0.00 -0.002
C 1.2111 -5.7421 -0.7027 0.00 0.02 0.02 0.000
C 1.9272 -5.5726 0.4762 -0.03 0.01 -0.04 0.001
C 1.8430 -4.3749 1.1664 0.01 0.02 0.05 -0.008
C 1.0540 -3.3293 0.6888 0.01 -0.02 0.05 0.012
P 0.9145 -1.7388 1.5858 0.13 0.02 -0.24 0.131
C 2.6335 -1.3494 2.0491 0.08 -0.01 0.01 0.021
C 0.1983 -2.2400 3.1803 -0.14 0.07 0.07 0.012
H -1.0563 -3.2141 -3.2552 0.00 0.00 0.01 0.001
H 0.3049 -2.0721 -3.2664 0.01 -0.02 0.01 -0.001
H -1.3530 -1.4719 -3.2866 -0.01 0.01 0.00 0.008
H -2.5611 -3.7125 -1.0948 -0.03 0.00 0.01 0.002
H -3.1391 -2.0297 -1.1379 0.01 0.01 0.00 0.004
H -2.5593 -2.7220 0.3825 -0.01 -0.01 -0.01 -0.003
H -0.1415 -4.8635 -2.0987 0.01 0.00 0.02 0.001
H 1.2692 -6.6767 -1.2454 0.01 0.01 0.01 0.000
H 2.5469 -6.3740 0.8564 0.00 0.01 -0.01 0.000
H 2.4033 -4.2570 2.0873 -0.02 0.00 -0.02 0.002
H 3.0816 -2.1053 2.6956 -0.02 -0.01 -0.01 0.003
H 2.6433 -0.3946 2.5773 -0.01 0.00 -0.01 0.003
H 3.2334 -1.2544 1.1435 0.00 0.02 0.00 -0.001
H 0.7652 -3.0623 3.6192 0.00 0.01 -0.01 0.006
H -0.8366 -2.5522 3.0431 0.01 -0.01 0.00 -0.001
H 0.2116 -1.3914 3.8653 -0.01 0.00 -0.01 0.001
Cl 5.8823 3.9872 -1.0731 0.13 0.01 -0.07 0.062
C 4.4072 3.2914 -0.5816 -0.12 -0.06 0.00 0.279
C 3.6775 3.9360 0.4043 0.04 -0.13 -0.09 -0.102
C 2.4764 3.4190 0.8503 0.06 -0.32 -0.29 0.248
I 1.4292 4.3781 2.3193 -0.16 0.01 0.13 0.052
C 1.9496 2.1823 0.2924 0.27 0.27 -0.09 0.074
O 0.9019 1.6786 0.7048 -0.23 -0.06 0.13 0.262
C 2.7300 1.5381 -0.7956 -0.22 0.15 0.28 0.119
N 2.1962 0.4338 -1.3314 0.08 0.12 -0.05 -0.022
C 2.8750 -0.1858 -2.2799 -0.01 -0.04 -0.02 0.019
C 4.1139 0.2603 -2.7518 -0.06 -0.04 -0.01 -0.020
C 4.6553 1.4012 -2.2164 0.03 0.02 -0.04 0.059
C 3.9504 2.0745 -1.2078 0.22 0.26 0.07 -0.015
H 4.0650 4.8526 0.8264 0.01 0.00 -0.01 0.001
H 2.4216 -1.0814 -2.6884 0.01 0.00 0.00 0.005
H 4.6226 -0.2861 -3.5340 -0.01 0.00 0.02 0.001
H 5.6056 1.7826 -2.5640 -0.01 0.00 0.02 0.008

***

Entry 5:
50
Properties=species:S:1:pos:R:3:forces:R:3:mulliken_charge:R:1 method="wB97M-V/def2-TZVPD" orbital_gap_ev=2.97 homo_ev=-12.1 multiplicity=1 total_charge=+2 e_above_lowest_ev=3.0142
Ta 0.7864 1.2461 1.7060 0.17 0.10 -1.41 1.884
N 0.1344 2.4425 4.2898 0.00 -0.09 -0.28 -0.587
N 1.4101 2.8516 4.7325 0.08 -0.16 -0.24 -0.084
C 2.4979 2.6411 3.9273 -0.30 0.46 1.07 0.417
O 3.6494 2.7801 4.1868 -0.26 -0.06 -0.11 -0.472
O 2.0430 2.2243 2.7197 -0.45 -1.03 -1.32 -0.201
H -0.4737 3.2545 4.2229 -0.07 0.03 0.05 0.292
H -0.2688 1.8010 4.9663 -0.05 -0.03 0.05 0.292
H 1.5517 3.1815 5.6758 -0.06 0.01 0.07 0.238
C 2.3982 3.3446 -2.3713 -0.10 -0.04 -0.05 -0.403
C 3.1765 3.3484 -1.2175 0.18 -0.12 0.46 -0.842
C 2.7299 2.7285 -0.0681 0.38 0.39 -0.17 -0.503
C 1.4631 2.0941 -0.0371 -0.75 0.57 0.44 0.809
C 0.6902 2.1067 -1.2152 -0.31 -0.06 -0.41 -0.083
C 1.1650 2.7152 -2.3682 -0.27 -0.09 0.03 -0.810
H 2.7552 3.8355 -3.2671 0.01 0.00 -0.01 0.437
H 4.1390 3.8430 -1.2143 -0.01 -0.03 0.01 0.443
H 3.3688 2.7456 0.8025 -0.02 0.02 0.05 0.384
H -0.2867 1.6467 -1.2445 -0.09 -0.05 0.01 0.528
H 0.5573 2.7101 -3.2635 -0.03 -0.02 0.05 0.485
C -5.5756 -2.5020 -1.8293 -0.06 0.16 0.10 -1.308
C -4.1357 -2.7289 -2.1493 1.07 0.52 1.13 0.634
C -3.7159 -3.3271 -3.3115 0.75 -0.23 -0.28 -0.724
C -2.3549 -3.5546 -3.5448 0.29 0.65 1.60 0.128
Cl -1.8479 -4.2549 -4.9965 0.28 -0.48 -0.94 -0.204
C -1.3846 -3.2201 -2.5742 -0.61 -0.68 -1.61 -0.770
C -1.7705 -2.6098 -1.4137 -1.46 0.60 0.68 -0.292
C -3.1336 -2.3153 -1.2117 0.77 -1.35 -2.06 0.690
O -3.6087 -1.6551 -0.1639 -0.57 1.43 2.30 -0.449
C -2.7855 -1.0899 0.8418 -0.49 -0.58 -0.98 -0.669
C -1.8426 -0.0328 0.2836 -2.08 -1.08 -0.90 0.646
O -2.0174 0.5051 -0.7635 0.68 0.30 0.54 -0.500
O -0.8115 0.2231 1.1221 2.91 2.05 1.32 -0.764
H -6.2137 -2.9081 -2.6092 -0.03 0.01 -0.01 0.413
H -5.7811 -1.4359 -1.7154 -0.06 -0.02 -0.05 0.288
H -5.8314 -2.9721 -0.8782 -0.05 -0.03 -0.04 0.327
H -4.4362 -3.6291 -4.0602 -0.01 -0.02 0.00 0.398
H -0.3478 -3.4521 -2.7742 0.01 -0.03 -0.02 0.369
H -1.0359 -2.3617 -0.6590 0.07 0.04 0.11 0.335
H -2.2545 -1.8519 1.4142 0.19 -0.03 -0.02 0.392
H -3.4892 -0.5887 1.5066 0.08 0.06 0.16 0.391
N 3.6051 -1.5735 0.3364 -0.50 0.36 0.13 0.028
C 4.3688 -0.9088 1.2664 -0.08 0.17 0.10 -0.642
C 3.5549 0.0101 1.8362 0.62 -0.29 0.13 -0.319
N 2.2925 -0.0995 1.2514 0.17 -0.40 1.00 -0.067
C 2.3730 -1.0668 0.3488 0.09 -0.84 -0.56 -0.374
H 3.9241 -2.3246 -0.2569 -0.03 -0.09 -0.11 0.241
H 5.4065 -1.1381 1.4314 0.02 0.00 0.04 0.429
H 3.7851 0.7277 2.6014 0.05 0.01 0.00 0.490
H 1.5770 -1.4061 -0.2915 -0.08 0.01 -0.05 0.657

***

Number 1: F_max 0.19 eV Å⁻¹. Number 2: F_max 4.50 eV Å⁻¹. Number 3: F_max 1.66 eV Å⁻¹. Number 4: F_max 0.51 eV Å⁻¹. Number 5: F_max 3.80 eV Å⁻¹.